a) The following is a DFT calculation (ωB97M-V/def2-TZVPD) of a structure of composition C5H12N2.

```
19
C5H12N2 (ωB97M-V/def2-TZVPD)
C 1.96146 0.28940 1.14074
C 1.06557 -0.33923 0.35799
C 1.18543 -1.42775 -0.60889
C -0.38097 1.60044 -1.05026
C -0.59702 0.59811 0.04189
N -2.24199 -1.03307 0.80699
N -1.55482 -0.40411 -0.22597
H 1.56896 1.08882 1.88862
H 2.94738 0.04309 1.36682
H 1.33840 -0.98684 -1.71735
H 2.13006 -1.96610 -0.46477
H 0.24742 -1.91861 -0.61897
H 0.51122 2.29225 -0.71622
H -0.05506 1.00882 -1.88134
H -1.32221 2.24278 -1.29042
H -0.69613 1.01984 1.08469
H -1.62795 -1.77582 1.24211
H -2.27602 -0.43459 1.56696
H -2.20375 0.10257 -0.92261
```

* spin multiplicity: 1
* LUMO level: 0.0374 Eh
* molar mass: 100.16 g/mol



b) The following is a DFT calculation (ωB97M-V/def2-TZVPD) of a cluster of 2 separate species, C5H12N2 in total.

```
19
C5H12N2 (ωB97M-V/def2-TZVPD)
C 0.80810 1.70596 -1.70030
N -0.43456 1.37115 -1.77762
C -0.58080 -0.09865 -1.87682
C -1.96600 -0.29470 -2.41820
H 1.49016 0.84961 -1.81266
H 1.29347 2.61992 -1.36271
H 0.20360 -0.52995 -2.53992
H -0.46414 -0.58251 -0.88701
H -2.17664 -1.38998 -2.47570
H -2.68065 0.15579 -1.72401
H -2.07185 0.15216 -3.41747
C 1.46761 -1.29544 3.39287
C 1.14163 -0.30967 2.51799
N -0.09055 0.31526 2.37979
H 0.72259 -1.69232 4.11844
H 2.49854 -1.63459 3.44455
H 1.95717 0.22245 2.02154
H -0.85618 -0.32641 2.63235
H -0.26150 0.76190 1.48488
```

* spin multiplicity: 1
* LUMO level: 0.0303 Eh
* SMILES: C=NCC.C=CN
* molar mass: 100.16 g/mol



c) The following is a DFT calculation (ωB97M-V/def2-TZVPD) of an isolated molecule of C5H12N2.

```
19
C5H12N2 (ωB97M-V/def2-TZVPD)
C -0.66600 -2.78085 -0.72934
N -1.14753 -1.98708 0.39788
C -0.61003 -0.72328 0.57382
C 0.40894 -0.20463 -0.19175
C 1.38999 0.78546 0.32931
C 0.97265 2.30558 0.22292
N -0.30838 2.57901 -0.50654
H -1.14003 -3.76842 -0.64112
H -0.58966 -2.25725 -1.66295
H 0.35637 -3.18548 -0.50230
H -1.18590 -2.48792 1.26341
H -0.72368 -0.17870 1.50017
H 0.28821 -0.29225 -1.26771
H 2.37560 0.75116 -0.16231
H 1.64716 0.66162 1.39974
H 0.94356 2.83973 1.17850
H 1.73928 2.89441 -0.29222
H -0.97041 2.04958 0.04397
H -0.16340 2.30816 -1.46353
```

* spin multiplicity: 1
* LUMO level: 0.0351 Eh
* SMILES: CN/C=C/CCN
* molar mass: 100.16 g/mol



d) The following is a DFT calculation (ωB97M-V/def2-TZVPD) of a structure of composition C5H12N2.

```
19
C5H12N2 (ωB97M-V/def2-TZVPD)
C -0.16612 -0.90958 -0.26071
C -1.24949 1.15554 0.42786
C 1.16301 -0.51791 0.33793
C 1.52373 0.87563 -0.16624
C -0.17015 -1.89784 -1.38404
N -1.23364 -0.10922 -0.14595
N -1.00925 1.22079 1.83879
H -1.95144 -0.25938 -0.84489
H -1.65355 1.84554 2.30821
H -0.04418 1.45324 2.03888
H -2.15351 1.68475 0.13818
H 0.32814 1.47717 -0.01591
H 1.05503 -0.49343 1.42634
H 1.90451 -1.27301 0.05973
H 1.88328 0.85190 -1.19154
H 2.24302 1.38324 0.47202
H 0.31586 -2.82426 -1.06557
H 0.39450 -1.53088 -2.25004
H -1.17975 -2.13230 -1.72306
```

* spin multiplicity: 1
* LUMO level (alpha / beta): 0.0363 / 0.0363 Eh
* molar mass: 100.16 g/mol



Most stable = b)



a) The following is a DFT calculation (ωB97M-V/def2-TZVPD) of an isolated molecule of C5H12N2.

```
19
C5H12N2 (ωB97M-V/def2-TZVPD)
C 0.69876 -1.10535 -2.54145
C 0.14284 -1.07460 -1.27030
C 1.07167 -0.71438 -0.05784
C 0.97559 0.71146 0.24134
N -0.33123 1.34846 0.02819
C -1.36811 0.57161 0.80127
N -1.01526 0.43464 2.18342
H 0.13840 -1.71132 -3.16536
H 1.03861 -0.07739 -2.98806
H -0.74448 -1.64336 -1.12631
H 2.05057 -1.15643 -0.27245
H 0.68774 -1.42750 0.72243
H 1.63443 1.36029 -0.33265
H 1.53006 0.94022 1.27196
H -0.52674 2.38658 0.26668
H -1.29805 -0.33488 0.19768
H -2.37145 0.95605 0.47212
H -0.64359 -0.36453 2.70840
H -1.66977 0.90043 2.86093
```

* spin multiplicity: 1
* LUMO level: 0.0352 Eh
* SMILES: C=CCCNCN
* molar mass: 100.16 g/mol



b) The following is a DFT calculation (ωB97M-V/def2-TZVPD) of a cluster of 2 separate species, C5H12N2 in total.

```
19
C5H12N2 (ωB97M-V/def2-TZVPD)
C 1.36782 0.71992 0.11640
C 0.57505 -1.21423 -0.46909
C 0.83423 1.60348 -0.89116
C -1.62320 -1.28390 0.74473
C -0.79832 -0.91013 -0.46760
N 1.05760 0.98466 1.44152
N -1.25751 -0.07122 -1.38209
H 2.36271 0.31453 -0.01574
H 1.31228 0.27238 2.10881
H 0.12890 1.34416 1.60853
H -2.22475 0.20007 -1.21551
H 0.95037 -1.90923 0.27399
H 1.06745 -1.23701 -1.43383
H 1.39239 1.58661 -1.82366
H 0.64068 2.61855 -0.54737
H -0.26099 1.10750 -1.22351
H -1.22720 -2.16750 1.24589
H -2.65755 -1.49879 0.46418
H -1.63996 -0.45987 1.46549
```

* spin multiplicity: 1
* LUMO level: 0.0346 Eh
* molar mass: 100.16 g/mol



Most stable = b)



a) The following is a DFT calculation (ωB97M-V/def2-TZVPD) of a cluster of 2 separate species, C5H12N2 in total.

```
19
C5H12N2 (ωB97M-V/def2-TZVPD)
C -2.54150 -0.69201 -0.41471
C 2.10167 -0.99377 0.57311
C 1.57794 -0.10839 -0.36138
C 1.82172 -0.05656 -1.72289
C -0.03910 0.68334 1.37409
N 0.55031 0.73871 0.06537
N -2.79207 0.55732 0.23007
H -1.43638 -0.83944 -0.37088
H -3.00329 -1.58771 0.01504
H 2.75410 -1.80317 0.28009
H 1.52362 -1.15697 1.46997
H 2.55403 -0.68037 -2.20932
H 1.41346 0.78544 -2.26583
H -0.81981 -0.07528 1.47385
H 0.69127 0.61134 2.17968
H -0.55159 1.63612 1.51137
H 0.03720 1.27346 -0.60858
H -2.66062 -0.63166 -1.50137
H -2.83130 0.33276 1.22517
```

* spin multiplicity: 1
* LUMO level: -0.1118 Eh
* molar mass: 100.16 g/mol



b) The following is a DFT calculation (ωB97M-V/def2-TZVPD) of an isolated molecule of C5H12N2.

```
19
C5H12N2 (ωB97M-V/def2-TZVPD)
C -0.48477 -0.87553 2.77954
N -0.49008 -0.72031 1.50850
C 0.75380 -0.87797 0.83199
C 0.93958 0.50058 -0.02154
C -0.23756 0.51531 -0.95115
C -0.27522 1.81565 -1.82728
N -0.46699 -0.70553 -1.78560
H -1.31210 -0.39307 3.34966
H 0.44138 -1.35292 3.23330
H 0.87632 -1.64138 0.03068
H 1.69811 -0.91626 1.39150
H 1.89456 0.56184 -0.58711
H 0.87073 1.33215 0.61837
H -1.05800 0.72076 -0.32525
H -0.57032 2.72634 -1.30240
H -0.89622 1.59129 -2.71072
H 0.76935 1.99469 -2.19354
H 0.61625 -0.97523 -1.88560
H -0.50994 -0.33646 -2.74558
```

* spin multiplicity: 1
* LUMO level: 0.0413 Eh
* SMILES: C=NCC[C@@H](C)N
* molar mass: 100.16 g/mol



c) The following is a DFT calculation (ωB97M-V/def2-TZVPD) of a cluster of 2 separate species, C5H12N2 in total.

```
19
C5H12N2 (ωB97M-V/def2-TZVPD)
H 1.21533 3.04883 1.10394
N 1.42963 2.16867 0.63994
C 2.55721 1.74607 1.05821
N 3.03822 0.53610 0.66914
H 3.20581 2.28252 1.75142
H 3.74033 0.03435 1.17154
H 2.54245 0.02383 -0.03674
C -2.65993 0.05302 -0.08624
C -1.66406 -0.73525 -0.46391
C -1.37840 -1.03473 -1.91468
C -0.66719 -1.28099 0.52927
H -2.95343 0.22842 0.94142
H -3.29138 0.55257 -0.81488
H -0.38086 -0.70091 -2.20026
H -2.08754 -0.52520 -2.56684
H -1.45005 -2.10852 -2.09100
H -0.95871 -1.09446 1.56037
H 0.30166 -0.83023 0.30928
H -0.53910 -2.36410 0.44004
```

* spin multiplicity: 1
* LUMO level: 0.0354 Eh
* SMILES: [H]/N=C/N.C=C(C)C
* molar mass: 100.16 g/mol



Most stable = c)



a) The following is a DFT calculation (ωB97M-V/def2-TZVPD) of an isolated molecule of C5H12N2.

```
19
C5H12N2 (ωB97M-V/def2-TZVPD)
H 1.15618 -1.87981 -3.33520
N 0.86984 -1.99224 -2.36728
C 0.08116 -1.05904 -2.05967
N -0.21178 -0.57582 -0.78841
C -0.35552 0.83144 -0.53785
C 0.49467 1.27187 0.67335
C 0.32423 0.47922 1.96508
C -1.00818 0.73053 2.64273
H -0.48072 -0.43089 -2.77532
H -0.37271 -1.30903 -0.11749
H 0.10912 1.32801 -1.39242
H -1.37425 1.23228 -0.48907
H 0.23066 2.31090 0.88476
H 1.53224 1.19921 0.34674
H 1.23573 0.53565 2.55036
H 0.33173 -0.57843 1.66787
H -1.80718 0.20279 2.11318
H -1.23574 1.79895 2.66721
H -1.13655 0.33822 3.65075
```

* spin multiplicity: 1
* LUMO level: 0.0386 Eh
* SMILES: [H]/N=C/NCCCC
* molar mass: 100.16 g/mol



b) The following is a DFT calculation (ωB97M-V/def2-TZVPD) of a cluster of 2 separate species, C5H12N2 in total.

```
19
C5H12N2 (ωB97M-V/def2-TZVPD)
C -0.79050 -0.10424 -1.19194
C 1.30889 0.24186 -1.04997
C 1.57441 1.11334 0.14587
C -1.29642 -0.19139 0.13372
N -2.19691 0.80657 0.57367
N 0.32000 -1.86003 0.63391
C -0.68254 -1.03171 1.04434
H -3.02464 0.88265 -0.00060
H -2.42871 0.73991 1.55494
H 0.92350 -1.36290 -0.11623
H 0.88011 -2.23653 1.38908
H -1.16591 0.72864 -1.77821
H -0.68287 -1.04757 -1.71249
H -0.95481 -1.02150 2.09227
H 2.06828 -0.51850 -1.23421
H 1.26662 0.79619 -1.98231
H 2.27063 0.66316 0.85793
H 0.69051 1.29339 0.77916
H 1.92036 2.10864 -0.13894
```

* spin multiplicity: 1
* LUMO level: 0.0418 Eh
* molar mass: 100.16 g/mol



Most stable = a)